Entry from OMol25: C26H6Cl5F15GeN2O2OsS as an isolated structure (ωB97M-V/def2-TZVPD).

net charge: +2
highest occupied orbital energy (spin up / spin down): -14.45 / -14.45 eV
ΔE to the lowest compared entry with this formula, charge and spin: 87.3 kJ/mol
strongest force on any atom: 0.5 eV/Å

Last column: Löwdin charge in e.
Positions of all 59 atoms, in Å:
Os -0.141 -2.392 -0.114  1.06
Ge 0.353 1.567 0.034  0.98
Cl -1.317 -3.881 -1.832  0.75
Cl -5.527 -1.151 1.812  0.77
Cl -2.459 -0.960 2.404  0.80
Cl -4.456 -4.236 -2.509  0.79
Cl -6.522 -2.766 -0.646  0.81
S 0.989 -0.707 0.565  0.51
F 2.927 0.816 -1.298  0.06
F -1.386 1.852 4.926  0.16
F 1.417 3.733 2.066  0.12
F 5.460 1.699 -0.924  0.16
F -1.706 -0.115 -1.479  0.04
F 3.931 4.616 2.431  0.17
F -2.506 -0.023 -4.054  0.15
F -1.380 1.780 -5.752  0.18
F 0.391 1.141 3.001  0.07
F 0.548 3.464 -4.862  0.17
F -2.438 2.954 -0.282  0.12
F 5.951 3.606 0.941  0.18
F 1.344 3.364 -2.298  0.13
F -3.686 3.097 4.221  0.18
F -4.213 3.644 1.623  0.17
O 3.546 -4.255 0.263  0.05
O 1.782 -3.258 -0.700  -0.11
N 0.363 -3.556 1.537  -0.04
N 1.705 -3.987 1.447  0.09
C -2.626 -3.054 -0.935  -0.64
C -1.567 0.813 -3.628  -0.13
C 2.399 3.222 1.323  -0.20
C 2.115 2.255 0.372  -0.18
C -0.990 1.732 -4.497  -0.11
C 4.470 2.199 -0.201  -0.13
C -2.815 2.766 3.293  -0.11
C 0.400 2.522 -2.715  -0.20
C 4.334 -4.109 -0.968  0.06
C -4.404 -1.882 0.759  -0.69
C -4.861 -2.619 -0.349  -0.67
C -3.086 3.043 1.960  -0.13
C -3.955 -3.263 -1.208  -0.70
C -0.978 2.044 1.326  -0.17
C 3.686 3.691 1.523  -0.13
C -0.001 2.592 -4.040  -0.12
C -1.631 2.130 3.656  -0.16
C -3.039 -1.765 1.004  -0.68
C 2.342 -3.805 0.264  -0.58
C -2.163 2.681 0.994  -0.21
C -1.141 0.784 -2.320  -0.22
C 4.723 3.175 0.757  -0.11
C -0.157 1.616 -1.825  -0.15
C -0.740 1.782 2.666  -0.30
C 3.175 1.764 -0.374  -0.25
C -2.119 -2.295 0.105  -0.45
H 4.267 -3.084 -1.316  0.10
H 0.224 -2.996 2.383  0.13
H 3.951 -4.807 -1.706  0.11
H 5.343 -4.365 -0.671  0.11
H -0.255 -4.370 1.604  0.15
H 2.127 -4.446 2.243  0.19

Entry from OMol25: C26H71N6O7Pd as an isolated structure (ωB97M-V/def2-TZVPD).

net charge: +1
highest occupied orbital energy (spin up / spin down): -10.49 / -10.49 eV
multiplicity: 3
ΔE to the lowest compared entry with this formula, charge and spin: 0.0 kJ/mol
strongest force on any atom: 2.4 eV/Å

Last column: Löwdin charge in e.
Positions of all 111 atoms, in Å:
Pd 0.271 3.256 1.437  1.05
O 3.983 4.037 -3.210  -0.18
O -1.410 -1.920 -4.511  -0.16
O 0.214 1.621 -0.046  -0.34
O 0.193 0.182 5.202  -0.19
O -1.734 3.886 0.846  -0.32
O 2.555 -3.421 -1.485  -0.21
O -1.524 -4.435 2.695  -0.20
N -0.610 1.735 2.928  0.02
N 1.506 -4.113 -4.271  0.05
N 1.552 2.992 -2.523  0.05
N 3.084 -0.008 -0.304  0.07
N -0.026 5.023 2.808  -0.01
N -3.985 -4.043 3.784  0.04
C 2.155 -4.668 -0.921  -0.09
C -1.519 1.404 4.051  -0.39
C 3.205 -1.147 -1.199  -0.44
C -1.632 -0.567 -4.737  -0.13
C 4.605 -1.167 -1.799  -0.05
C 0.599 -0.981 5.913  -0.07
C -0.054 -2.249 -4.309  -0.22
C 2.876 -2.468 -0.498  -0.20
C 3.357 3.198 -4.142  -0.23
C -1.104 0.082 4.674  -0.21
C 5.096 4.703 -3.743  -0.12
C 0.095 -3.756 -4.178  -0.41
C 1.597 1.379 -4.378  -0.06
C -2.933 1.309 3.477  -0.03
C -4.864 -3.054 1.784  -0.07
C -2.394 -3.663 1.890  -0.20
C -0.491 0.527 -0.584  -0.36
C -1.962 6.194 3.829  -0.04
C -2.226 4.986 1.644  -0.16
C -0.537 -4.301 -2.896  -0.06
C -3.829 -4.028 2.319  -0.42
C -1.502 5.005 2.972  -0.42
C -0.166 -4.181 2.480  -0.11
C -2.305 3.893 -0.466  -0.04
C 2.438 2.219 -3.420  -0.41
C -0.616 -0.648 0.386  -0.07
H 0.877 3.533 -3.053  0.07
H -3.018 0.455 2.801  0.08
H -5.856 -3.225 2.206  0.08
H 0.107 -1.099 6.881  0.10
H -0.370 -3.637 -2.039  0.06
H -1.768 4.110 3.538  0.11
H 4.034 2.700 -4.844  0.13
H -2.989 6.079 4.173  0.09
H 2.953 -5.037 -0.273  0.10
H 2.104 0.150 -0.101  0.02
H 2.034 -2.300 0.183  0.10
H 5.400 5.555 -3.143  0.09
H 0.396 -0.976 0.627  0.06
H -1.513 0.884 -0.786  0.10
H 1.196 -4.717 -0.400  0.06
H 0.227 6.011 2.703  0.11
H 2.061 -5.288 -1.810  0.07
H -3.083 -4.261 4.201  0.06
H 2.242 1.116 -5.231  0.09
H 0.176 -3.154 2.691  0.08
H 0.997 2.369 -1.943  0.02
H -2.679 -0.414 -4.988  0.09
H -1.394 0.101 -3.900  0.07
H -4.996 -3.103 0.701  0.08
H -2.097 4.856 -0.944  0.10
H -3.382 3.748 -0.389  0.11
H 1.668 -0.871 6.071  0.09
H 4.921 5.053 -4.769  0.09
H -4.049 -5.047 1.991  0.14
H 0.310 1.704 3.395  0.10
H -1.126 -0.692 3.891  0.12
H -1.070 -0.314 1.315  0.03
H 3.006 1.526 -2.797  0.11
H -2.259 -3.872 0.821  0.13
H -1.481 2.212 4.786  0.14
H 4.915 -0.196 -2.188  0.07
H -3.309 4.958 1.744  0.15
H -1.048 -0.172 -5.578  0.09
H -1.218 -1.478 0.019  0.08
H 4.707 -1.921 -2.580  0.08
H 0.515 -1.973 -5.204  0.13
H -2.163 -2.607 2.097  0.10
H -1.735 7.143 3.345  0.09
H 0.337 -1.731 -3.425  0.11
H 2.714 3.831 -4.776  0.13
H -1.948 5.887 1.081  0.14
H -1.803 -0.184 5.476  0.14
H 3.456 0.847 -0.692  0.06
H -3.678 1.169 4.261  0.09
H -3.119 2.238 2.940  0.07
H 1.243 0.435 -3.965  0.04
H -4.164 -3.103 4.135  0.06
H 0.721 1.869 -4.806  0.08
H -1.388 6.155 4.759  0.09
H -0.543 0.909 2.337  0.05
H 1.647 -5.113 -4.257  0.07
H 3.745 -2.796 0.085  0.13
H 2.475 -1.131 -2.027  0.12
H -0.072 0.207 -1.543  0.10
H 0.102 -4.394 1.438  0.07
H 5.950 4.022 -3.848  0.09
H -1.592 -4.584 -2.930  0.08
H -1.819 3.138 -1.078  0.08
H -0.067 -5.221 -2.537  0.06
H 0.380 -1.853 5.290  0.08
H 2.066 -3.736 -3.511  0.05
H -4.622 -2.024 2.066  0.06
H 0.402 -4.807 3.169  0.10
H 5.349 -1.415 -1.035  0.08
H 0.445 4.865 3.701  0.10
H -0.418 -4.204 -5.030  0.14

Entry from OMol25: a 10-piece molecular cluster, C26H72N2O10 overall (ωB97M-V/def2-TZVPD).

highest occupied orbital energy: -8.74 eV
SMILES string: NC(N)=O.CC(C)O.CC(C)O.CC(C)O.CC(C)O.CC(C)O.CC(C)O.CC(C)O.CC(C)O.CO
ΔE to the lowest compared entry with this formula, charge and spin: 552.6 kJ/mol
strongest force on any atom: 12.7 eV/Å

Last column: Löwdin charge in e.
Positions of all 110 atoms, in Å:
O -5.350 22.843 -11.006  0.00
O -5.019 25.021 -6.273  0.01
O -0.948 19.878 -4.022  0.03
O -3.700 18.003 -7.372  -0.01
O -4.296 16.691 -9.579  -0.02
O -2.975 23.963 -9.819  0.01
O 1.855 22.804 -9.502  -0.14
O 2.313 16.225 -11.251  0.07
O -1.498 20.279 -12.692  -0.01
O -1.441 21.699 -9.062  -0.10
N 2.527 21.477 -11.259  0.14
N 0.495 21.122 -10.624  0.16
C -0.025 19.982 -6.169  -0.01
C 0.835 17.980 -11.087  -0.06
C -3.494 16.185 -10.349  -0.66
C -6.004 18.410 -7.691  -0.05
C -5.356 21.622 -11.285  -0.58
C -1.973 20.389 -9.223  -0.12
C -2.407 19.617 -14.568  -0.01
C -5.164 21.056 -9.848  -0.03
C -0.819 20.636 -4.991  -0.66
C -1.266 20.351 -13.902  -0.65
C -4.738 18.678 -7.025  -0.63
C -2.667 25.392 -11.693  -0.02
C -2.137 21.057 -5.520  -0.05
C 1.575 21.773 -10.404  -0.61
C -5.221 23.421 -4.564  -0.03
C 0.098 19.777 -14.201  -0.01
C -4.880 18.374 -5.520  -0.03
C -2.763 15.029 -9.710  -0.03
C -0.900 24.894 -10.059  -0.02
C 1.135 16.525 -11.283  -0.68
C -4.273 21.225 -12.188  -0.03
C -4.601 23.932 -5.851  -0.62
C -2.157 24.376 -10.667  -0.67
C -4.895 22.880 -6.968  -0.03
C -2.534 17.287 -10.789  -0.02
C 0.654 16.195 -12.692  -0.04
H -4.794 20.066 -9.822  0.05
H -1.282 19.055 -4.406  0.12
H -4.551 22.664 -4.247  0.04
H -0.234 18.293 -11.193  0.06
H -3.623 23.515 -10.352  0.06
H 2.454 20.808 -12.040  0.10
H 0.369 20.260 -11.101  0.04
H -6.302 21.312 -11.764  0.15
H -5.122 24.069 -3.699  0.09
H -3.263 20.318 -14.519  0.07
H -0.723 19.404 -6.815  0.08
H 0.752 20.274 -13.508  0.05
H -3.106 18.109 -11.185  0.06
H -5.047 16.057 -9.468  0.17
H 1.235 16.678 -13.517  0.10
H -2.562 26.379 -11.324  0.07
H -3.410 14.206 -9.658  0.05
H -0.399 24.061 -9.586  0.06
H -1.175 21.060 -12.275  0.08
H -5.944 23.047 -10.299  0.12
H -2.290 19.488 -15.599  0.07
H -6.130 22.957 -4.619  0.05
H -5.672 23.063 -7.634  0.05
H -4.466 25.377 -7.013  0.15
H -4.166 20.159 -12.137  0.08
H -6.764 19.076 -7.310  0.09
H -2.036 25.349 -12.586  0.08
H -2.691 18.812 -13.932  0.08
H -2.237 15.278 -8.720  0.12
H -2.079 22.367 -9.161  0.03
H 3.409 21.979 -11.181  0.12
H -3.806 17.630 -8.259  0.05
H -3.372 21.832 -11.867  0.10
H -3.689 25.120 -12.043  0.09
H 0.678 15.897 -10.481  0.15
H 0.092 18.737 -13.945  0.06
H -0.999 25.709 -9.326  0.10
H -3.500 24.107 -5.587  0.16
H -5.986 21.145 -9.132  0.09
H -3.936 22.826 -7.525  0.07
H -1.201 19.616 -9.178  0.07
H 1.418 18.569 -11.721  0.05
H -5.948 18.584 -8.776  0.07
H -5.626 19.083 -5.202  0.07
H -1.952 16.893 -11.658  0.08
H -1.914 17.669 -9.966  0.08
H 0.820 15.122 -12.719  0.08
H -3.991 18.582 -4.940  0.06
H -0.279 21.497 -4.587  0.15
H -4.509 19.709 -7.072  0.09
H -2.634 20.324 -6.148  0.05
H -1.947 23.450 -11.196  0.12
H -2.730 21.520 -4.661  0.11
H -0.390 16.482 -12.920  0.07
H -2.556 20.256 -10.154  0.07
H -4.442 21.548 -13.175  0.07
H -1.300 21.371 -14.294  0.15
H -1.827 21.879 -6.213  0.10
H -5.263 17.415 -5.113  0.09
H -2.553 20.116 -8.259  0.09
H -0.256 21.375 -9.860  0.07
H 0.536 19.924 -15.165  0.08
H 0.473 20.714 -6.696  0.05
H -1.866 14.669 -10.321  0.10
H 1.006 18.311 -10.071  0.09
H 0.740 19.291 -5.787  0.09
H -6.342 17.414 -7.613  0.08
H -4.417 21.614 -9.337  0.04
H -4.135 15.875 -11.211  0.16
H -0.354 25.300 -10.880  0.08
H 2.586 16.521 -10.413  0.11
H -4.973 21.875 -6.512  0.07